A 2-piece molecular cluster, C27H41N2O5P overall. Source: OMol25; level of theory: ωB97M-V/def2-TZVPD.

Values from the calculation:
- SMILES string: CCCCCCCCCCCCCCN1C(=O)c2cccc(CP(=O)(O)O)c2C1=O.c1cc[nH]c1
- HOMO: -8.135 eV
- LUMO level: -1.58 eV
- Spin multiplicity: 1
- Gap between HOMO and LUMO: 6.559 eV

Geometry (Å):
C 11.49 -0.30 1.64
C 9.98 -0.45 1.00
C 10.09 -0.57 -0.65
C 8.62 -1.02 -1.32
C 7.42 0.07 -1.00
C 7.18 1.16 -2.22
C 5.57 1.35 -2.43
C 4.97 2.56 -1.44
C 3.33 2.53 -1.66
C 2.51 3.41 -0.52
C 1.07 2.61 -0.27
C 0.33 3.11 1.14
C -1.29 3.30 0.99
C -2.14 1.90 0.84
N -2.30 1.41 -0.58
C -3.27 2.37 -1.24
O -3.11 3.56 -1.82
C -4.80 1.77 -1.24
C -6.26 2.45 -1.52
C -7.57 1.41 -1.44
C -7.27 -0.20 -1.13
C -5.74 -0.81 -0.89
C -5.53 -2.42 -0.64
P -4.94 -2.87 1.13
O -5.09 -1.71 2.19
O -5.89 -4.27 1.63
O -3.27 -3.46 0.96
C -4.44 0.20 -0.93
C -2.84 -0.04 -0.70
O -2.10 -1.16 -0.64
H 11.42 0.23 2.70
H 12.08 0.43 0.94
H 12.05 -1.31 1.77
H 9.35 -1.35 1.46
H 9.37 0.53 1.29
H 10.93 -1.37 -0.89
H 10.42 0.50 -1.03
H 8.74 -1.18 -2.49
H 8.26 -2.05 -0.84
H 7.61 0.70 -0.03
H 6.43 -0.56 -0.87
H 7.63 2.22 -1.97
H 7.66 0.77 -3.23
H 4.94 0.38 -2.23
H 5.35 1.65 -3.56
H 5.35 3.62 -1.77
H 5.26 2.39 -0.31
H 3.00 1.39 -1.58
H 3.01 2.90 -2.74
H 3.08 3.50 0.51
H 2.34 4.52 -0.90
H 0.40 2.88 -1.21
H 1.22 1.44 -0.17
H 0.78 4.19 1.35
H 0.66 2.43 2.06
H -1.65 3.82 2.01
H -1.48 4.09 0.15
H -1.68 1.09 1.58
H -3.25 2.11 1.24
H -6.35 3.60 -1.76
H -8.65 1.85 -1.64
H -8.23 -0.90 -1.08
H -6.61 -2.91 -0.78
H -4.84 -2.90 -1.45
H -5.50 -5.07 1.14
H -3.24 -3.72 -0.02
N -9.50 -5.48 3.16
C -8.91 -4.44 2.48
C -9.91 -3.57 2.10
C -11.13 -4.09 2.57
C -10.85 -5.27 3.22
H -9.01 -6.28 3.55
H -7.84 -4.42 2.32
H -9.76 -2.65 1.55
H -12.12 -3.65 2.45
H -11.50 -5.98 3.72

The molecule's Löwdin atomic charges, reported in e, are given here: C -0.163; C -0.281; C -0.223; C -0.214; C -0.212; C -0.215; C -0.233; C -0.212; C -0.235; C -0.217; C -0.215; C -0.223; C -0.190; C -0.159; N -0.032; C -0.247; O -0.009; C -0.003; C 0.026; C -0.023; C 0.005; C -0.103; C -0.226; P 0.729; O -0.355; O -0.251; O -0.232; C 0.029; C -0.174; O -0.012; H 0.079; H 0.075; H 0.075; H 0.116; H 0.098; H 0.112; H 0.118; H 0.107; H 0.110; H 0.099; H 0.106; H 0.113; H 0.106; H 0.104; H 0.114; H 0.112; H 0.115; H 0.104; H 0.121; H 0.110; H 0.115; H 0.119; H 0.111; H 0.111; H 0.120; H 0.124; H 0.112; H 0.157; H 0.139; H 0.103; H 0.096; H 0.098; H 0.112; H 0.108; H 0.095; H 0.075; N 0.000; C -0.134; C -0.115; C -0.121; C -0.148; H 0.148; H 0.071; H 0.084; H 0.089; H 0.103



C27H43BaN4O2PS5 as an isolated structure. Source: OMol25; level of theory: ωB97M-V/def2-TZVPD.

Values from the calculation:
- ΔE to the lowest compared entry with this formula, charge and spin: 20.1 kJ/mol
- HOMO: -5.673 eV
- LUMO level: -0.86 eV
- Spin multiplicity: 1
- Gap between HOMO and LUMO: 4.817 eV

Geometry (Å):
Ba 0.00 0.53 -1.18
C -2.56 3.27 -1.51
N -2.66 2.02 -0.76
C -2.88 2.33 0.65
C -3.76 1.19 -1.27
C -3.40 0.46 -2.55
N -2.60 -0.75 -2.32
C -3.40 -1.80 -1.70
C -2.08 -1.24 -3.60
H -3.49 3.86 -1.39
H -2.37 3.10 -2.56
H -1.72 3.85 -1.13
H -3.79 2.93 0.79
H -2.04 2.91 1.03
H -2.97 1.42 1.23
H -4.66 1.80 -1.42
H -4.01 0.47 -0.49
H -2.84 1.11 -3.22
H -4.33 0.20 -3.09
H -4.29 -2.03 -2.31
H -3.73 -1.52 -0.71
H -2.80 -2.71 -1.62
H -2.90 -1.50 -4.29
H -1.48 -2.14 -3.43
H -1.45 -0.48 -4.07
O 2.06 4.76 4.85
C 2.65 4.92 3.57
C 1.99 3.97 2.60
C 2.13 4.15 1.24
C 1.54 3.24 0.38
N 0.84 2.20 0.82
C 0.70 2.02 2.13
C 1.26 2.88 3.06
C -0.12 0.82 2.56
C -0.35 0.53 3.90
C -1.12 -0.58 4.24
C -1.38 -0.90 5.69
O -0.23 -0.77 6.49
C -1.64 -1.35 3.21
C -1.37 -0.99 1.90
N -0.62 0.06 1.58
H 2.49 5.36 5.46
H 3.72 4.68 3.60
H 2.55 5.94 3.20
H 2.68 4.99 0.83
H 1.65 3.33 -0.70
H 1.14 2.74 4.12
H 0.07 1.14 4.68
H -1.83 -1.90 5.77
H -2.10 -0.19 6.09
H 0.43 -1.42 6.20
H -2.25 -2.23 3.42
H -1.76 -1.58 1.08
S 4.16 3.56 -7.27
C 3.30 2.97 -5.99
S 1.59 3.05 -5.85
C 1.39 2.19 -4.34
C 2.54 1.78 -3.76
S 2.78 0.89 -2.25
S 4.00 2.18 -4.63
S -0.28 1.99 -3.78
C 3.43 -2.84 -2.55
C 2.23 -3.66 -2.08
P 1.12 -2.71 -0.98
C 2.15 -2.46 0.53
C 2.66 -3.68 1.28
C -0.14 -3.95 -0.44
C 0.24 -5.43 -0.43
H 3.98 -3.38 -3.32
H 4.12 -2.65 -1.73
H 3.13 -1.87 -2.94
H 2.55 -4.59 -1.59
H 1.62 -3.96 -2.94
H 1.58 -1.82 1.20
H 2.99 -1.84 0.19
H 1.85 -4.25 1.72
H 3.33 -3.39 2.09
H 3.23 -4.35 0.63
H -1.01 -3.81 -1.08
H -0.47 -3.64 0.56
H 0.51 -5.77 -1.43
H -0.59 -6.05 -0.09
H 1.09 -5.63 0.22

The molecule's Löwdin atomic charges, reported in e, are given here: Ba 1.321; C -0.118; N -0.326; C -0.109; C -0.201; C -0.210; N -0.326; C -0.102; C -0.116; H 0.094; H 0.019; H 0.086; H 0.095; H 0.080; H 0.071; H 0.130; H 0.102; H 0.072; H 0.130; H 0.097; H 0.070; H 0.064; H 0.096; H 0.078; H 0.028; O -0.054; C -0.200; C -0.167; C 0.010; C -0.121; N -0.048; C -0.208; C 0.053; C -0.198; C 0.056; C -0.175; C -0.206; O -0.045; C -0.001; C -0.142; N -0.008; H 0.094; H 0.136; H 0.129; H 0.127; H 0.096; H 0.109; H 0.120; H 0.122; H 0.135; H 0.098; H 0.119; H 0.101; S 0.451; C -1.547; S 0.867; C -1.168; C -1.182; S 0.260; S 0.862; S 0.325; C -0.160; C -0.428; P 0.874; C -0.417; C -0.144; C -0.416; C -0.151; H 0.073; H 0.066; H 0.019; H 0.066; H 0.081; H 0.051; H 0.072; H 0.059; H 0.071; H 0.068; H 0.038; H 0.061; H 0.066; H 0.071; H 0.052



C27H44BCaF13N8O9S3 as an isolated structure. Source: OMol25; level of theory: ωB97M-V/def2-TZVPD.

Values from the calculation:
- Net charge: +2
- HOMO: -12.271 eV
- LUMO level: -5.46 eV
- Spin multiplicity: 1
- Gap between HOMO and LUMO: 6.815 eV

Geometry (Å):
Ca 0.90 3.21 1.31
C 1.87 -3.83 -0.08
C 3.09 -4.35 0.80
N 2.76 -5.71 1.27
C 2.61 -6.84 0.40
C 2.46 -7.95 1.16
N 2.50 -7.58 2.46
C 2.78 -6.24 2.51
C 2.22 -8.36 3.64
H 1.91 -2.79 -0.41
H 0.95 -3.88 0.51
H 1.66 -4.37 -1.00
H 3.09 -3.75 1.70
H 4.08 -4.26 0.35
H 2.71 -6.84 -0.68
H 2.21 -8.95 0.84
H 2.95 -5.57 3.34
H 2.11 -9.39 3.29
H 1.26 -8.05 4.07
H 2.98 -8.25 4.41
C 1.49 3.82 -4.03
C 0.36 3.49 -4.87
N 0.06 2.09 -4.85
C -0.36 1.35 -5.91
C -0.52 0.02 -5.52
N -0.14 -0.06 -4.23
C 0.29 1.18 -3.84
C -0.07 -1.32 -3.52
H 1.15 3.83 -3.00
H 1.75 4.86 -4.20
H 2.40 3.22 -4.13
H 0.74 3.78 -5.86
H -0.57 4.03 -4.70
H -0.49 1.78 -6.89
H -0.88 -0.85 -6.05
H 0.54 1.58 -2.87
H 0.91 -1.48 -3.09
H -0.24 -2.17 -4.18
H -0.87 -1.26 -2.77
C 2.20 -0.23 5.39
C 1.60 -0.22 3.97
N 0.80 -1.44 3.79
C 1.20 -2.78 3.65
C 0.08 -3.55 3.45
N -1.06 -2.77 3.69
C -0.59 -1.45 3.74
C -2.46 -3.21 3.69
H 2.49 0.78 5.69
H 3.07 -0.89 5.42
H 1.48 -0.55 6.15
H 2.42 -0.10 3.25
H 1.01 0.69 3.88
H 2.23 -3.11 3.63
H 0.02 -4.62 3.28
H -1.13 -0.52 3.80
H -2.86 -2.99 4.68
H -2.47 -4.29 3.53
H -3.00 -2.60 2.97
C -3.76 1.71 -4.94
C -4.17 0.41 -4.09
N -3.51 0.25 -2.76
C -3.01 1.23 -1.82
C -2.59 0.68 -0.59
N -2.68 -0.69 -0.87
C -3.38 -0.92 -2.07
C -2.17 -1.61 0.08
H -4.51 1.95 -5.69
H -2.84 1.47 -5.46
H -3.61 2.63 -4.37
H -3.85 -0.44 -4.70
H -5.25 0.34 -4.02
H -3.15 2.25 -2.13
H -2.22 1.06 0.34
H -3.60 -1.84 -2.58
H -2.94 -2.30 0.43
H -1.67 -1.11 0.90
H -1.39 -2.25 -0.33
B 0.60 0.81 0.09
F 0.50 -0.24 -0.79
F 1.97 1.09 0.31
F 0.11 1.94 -0.48
F 0.02 0.59 1.35
C -2.34 4.30 4.19
F -1.32 4.68 4.99
F -3.50 4.35 4.75
F -2.32 5.18 3.18
S -1.97 2.48 3.55
O -3.03 2.13 2.62
O -0.63 2.63 2.91
O -1.92 1.67 4.82
C 4.11 6.03 -0.86
F 3.57 6.76 0.18
F 3.37 6.18 -1.99
F 5.25 6.54 -1.03
S 4.03 4.19 -0.37
O 5.12 4.01 0.67
O 2.68 3.97 0.22
O 4.28 3.41 -1.56
C -2.18 6.45 -0.66
F -0.98 6.97 -1.11
F -2.28 6.93 0.63
F -3.26 6.78 -1.42
S -1.90 4.57 -0.62
O -1.34 4.29 -1.93
O -0.80 4.23 0.31
O -3.19 3.98 -0.31

Results of the Löwdin charge analysis, in e, for atoms 1 through 99: Ca 1.603; C -0.041; C -0.104; N -0.029; C 0.025; C -0.018; N -0.088; C 0.004; C 0.026; H 0.072; H 0.054; H 0.071; H 0.091; H 0.138; H 0.141; H 0.153; H 0.163; H 0.111; H 0.106; H 0.114; C -0.075; C -0.201; N -0.014; C -0.020; C -0.032; N -0.081; C 0.071; C 0.011; H 0.076; H 0.105; H 0.107; H 0.140; H 0.143; H 0.146; H 0.139; H 0.155; H 0.106; H 0.104; H 0.069; C -0.045; C -0.152; N -0.013; C -0.018; C -0.035; N -0.068; C 0.072; C 0.033; H 0.091; H 0.075; H 0.087; H 0.133; H 0.108; H 0.112; H 0.119; H 0.144; H 0.112; H 0.103; H 0.092; C -0.024; C -0.110; N -0.017; C 0.048; C 0.062; N -0.091; C -0.004; C -0.034; H 0.086; H 0.033; H 0.076; H 0.110; H 0.125; H 0.101; H 0.124; H 0.156; H 0.101; H 0.086; H 0.091; B -1.429; F 0.160; F 0.101; F 0.097; F 0.109; C -0.637; F 0.117; F 0.199; F 0.124; S 0.577; O -0.313; O -0.514; O -0.361; C -0.652; F 0.087; F 0.107; F 0.218; S 0.574; O -0.349; O -0.520; O -0.321; C -0.525



C27H44BN2P2PtS5 as an isolated structure. Source: OMol25; level of theory: ωB97M-V/def2-TZVPD.

Values from the calculation:
- ΔE to the lowest compared entry with this formula, charge and spin: 204.2 kJ/mol
- Net charge: -1
- HOMO: -3.058 eV
- LUMO level: 2.23 eV
- Spin multiplicity: 1
- Gap between HOMO and LUMO: 5.284 eV

Geometry (Å):
Pt 0.02 -0.07 -0.14
C -1.76 -4.55 0.37
C -2.63 -3.43 -0.20
C -2.39 -3.37 -1.71
C -4.10 -3.74 0.06
P -1.94 -1.75 0.43
C -3.41 -0.67 -0.06
N -2.98 0.70 -0.06
B -1.61 1.14 -0.14
N -1.65 2.53 0.21
C -0.52 3.35 0.56
P 1.05 2.34 0.37
C 2.13 3.16 1.74
C 2.05 4.67 1.93
C 3.58 2.73 1.53
C 1.61 2.46 3.00
C 1.62 2.89 -1.35
C 2.21 4.29 -1.43
C 0.42 2.77 -2.29
C 2.63 1.83 -1.79
C -2.95 2.90 0.44
C -3.51 4.11 0.82
C -4.88 4.18 0.99
C -5.69 3.06 0.82
C -5.14 1.84 0.46
C -3.77 1.76 0.26
C -2.01 -1.68 2.33
C -3.21 -2.32 3.01
C -0.71 -2.31 2.81
C -1.96 -0.20 2.72
H -1.94 -5.49 -0.16
H -1.96 -4.71 1.42
H -0.71 -4.29 0.25
H -2.61 -4.33 -2.17
H -1.36 -3.10 -1.92
H -3.03 -2.62 -2.18
H -4.34 -4.71 -0.37
H -4.75 -3.00 -0.40
H -4.33 -3.79 1.12
H -4.23 -0.81 0.65
H -3.75 -0.97 -1.05
H -0.61 3.64 1.61
H -0.45 4.26 -0.04
H 2.47 5.21 1.09
H 2.63 4.94 2.82
H 1.03 5.01 2.09
H 4.05 3.29 0.72
H 3.62 1.67 1.29
H 4.16 2.90 2.44
H 0.57 2.71 3.20
H 2.21 2.75 3.87
H 1.68 1.38 2.88
H 1.53 5.04 -1.04
H 2.42 4.54 -2.47
H 3.15 4.36 -0.89
H -0.34 3.52 -2.09
H -0.03 1.78 -2.18
H 0.74 2.89 -3.32
H 3.54 1.85 -1.19
H 2.90 1.96 -2.84
H 2.17 0.85 -1.68
H -2.89 4.98 1.01
H -5.34 5.11 1.28
H -6.76 3.14 0.96
H -5.76 0.96 0.35
H -3.20 -3.41 2.90
H -4.15 -1.93 2.62
H -3.18 -2.10 4.08
H -0.67 -3.38 2.63
H -0.57 -2.14 3.88
H 0.13 -1.84 2.29
H -2.89 0.32 2.48
H -1.14 0.29 2.19
H -1.78 -0.11 3.79
S 5.95 -4.74 -0.29
C 4.66 -3.71 -0.28
S 3.49 -3.58 -1.57
C 2.48 -2.32 -0.85
C 2.88 -1.89 0.39
S 2.11 -0.74 1.37
S 4.32 -2.65 1.05
S 1.19 -1.73 -1.78

The molecule's Löwdin atomic charges, reported in e, are given here: Pt 0.502; C -0.096; C -0.674; C -0.116; C -0.086; P 1.125; C -0.276; N -0.040; B -0.695; N -0.021; C -0.285; P 1.122; C -0.661; C -0.080; C -0.104; C -0.120; C -0.691; C -0.090; C -0.105; C -0.111; C -0.170; C -0.026; C -0.125; C -0.122; C -0.027; C -0.184; C -0.677; C -0.092; C -0.124; C -0.103; H 0.085; H 0.063; H 0.087; H 0.085; H 0.030; H 0.068; H 0.086; H 0.071; H 0.056; H 0.088; H 0.090; H 0.087; H 0.093; H 0.060; H 0.087; H 0.071; H 0.064; H 0.039; H 0.087; H 0.072; H 0.087; H 0.018; H 0.069; H 0.085; H 0.059; H 0.075; H 0.046; H 0.089; H 0.073; H 0.088; H 0.004; H 0.101; H 0.089; H 0.091; H 0.101; H 0.062; H 0.070; H 0.084; H 0.064; H 0.087; H -0.028; H 0.082; H 0.037; H 0.091; S 0.423; C -1.541; S 0.847; C -1.206; C -1.190; S 0.478; S 0.846; S 0.409



A 4-piece molecular cluster, C27H44FN8O7P overall. Source: OMol25; level of theory: ωB97M-V/def2-TZVPD.

Values from the calculation:
- SMILES string: Nc1cc(P(O)O)c2nc(-c3ccccn3)cnc2c1C(=O)NC(=O)F.COC[C@@H](C)N.COC[C@@H](C)N.COC[C@@H](C)N
- HOMO: -8.486 eV
- LUMO level: -0.71 eV
- Spin multiplicity: 1
- Gap between HOMO and LUMO: 7.778 eV

Geometry (Å):
N 1.41 -3.26 1.39
C 0.39 -2.33 1.56
C 0.71 -1.12 2.26
C -0.21 -0.15 2.43
P 0.43 1.33 3.32
O -0.19 1.28 4.84
O -0.21 2.62 2.52
C -1.54 -0.31 1.95
N -2.43 0.69 2.19
C -3.64 0.47 1.73
C -4.70 1.51 1.98
C -6.00 1.09 2.20
C -6.96 2.07 2.43
C -6.53 3.37 2.41
C -5.21 3.70 2.15
N -4.28 2.77 1.93
C -3.97 -0.71 1.02
N -3.13 -1.68 0.78
C -1.89 -1.48 1.28
C -0.90 -2.48 1.10
C -1.22 -3.75 0.39
O -0.72 -3.99 -0.68
N -2.03 -4.72 1.02
C -3.15 -5.16 0.27
O -3.86 -4.53 -0.41
F -3.34 -6.46 0.41
H 1.95 -3.38 2.23
H 1.10 -4.15 1.02
H 1.72 -1.01 2.63
H -1.15 1.17 4.87
H 0.24 3.39 2.90
H -6.28 0.05 2.22
H -7.98 1.81 2.64
H -7.24 4.17 2.59
H -4.92 4.74 2.14
H -4.98 -0.82 0.64
H -2.31 -4.37 1.93
C 3.58 2.97 1.67
C 2.95 4.32 1.31
C 3.52 4.96 0.05
O 4.80 5.56 0.21
C 5.89 4.66 0.16
N 3.04 5.20 2.48
H 4.56 3.07 2.13
H 2.93 2.46 2.38
H 3.68 2.34 0.78
H 1.89 4.13 1.12
H 2.85 5.77 -0.24
H 3.53 4.25 -0.79
H 5.71 3.84 -0.54
H 6.11 4.25 1.15
H 6.76 5.22 -0.17
H 2.53 6.06 2.29
H 4.01 5.51 2.56
C 1.31 4.04 -3.20
C 0.32 3.63 -2.12
C -1.14 3.57 -2.61
O -1.76 4.82 -2.77
C -1.46 5.50 -3.98
N 0.47 4.52 -0.96
H 1.29 5.12 -3.39
H 2.33 3.80 -2.89
H 1.12 3.53 -4.14
H 0.59 2.62 -1.80
H -1.72 3.05 -1.84
H -1.22 2.98 -3.53
H -1.34 4.80 -4.81
H -0.57 6.12 -3.87
H -2.30 6.16 -4.20
H -0.11 4.17 -0.21
H 0.05 5.41 -1.21
C 1.10 -8.86 -1.37
C 0.63 -7.48 -1.83
C 1.25 -7.02 -3.16
O 2.59 -6.59 -3.07
C 3.56 -7.62 -3.06
N 0.87 -6.52 -0.75
H 2.09 -8.83 -0.94
H 0.43 -9.25 -0.61
H 1.10 -9.57 -2.20
H -0.45 -7.54 -1.99
H 0.69 -6.15 -3.50
H 1.15 -7.80 -3.93
H 3.26 -8.46 -3.69
H 3.76 -7.97 -2.04
H 4.49 -7.20 -3.45
H 0.45 -5.62 -1.01
H 1.87 -6.33 -0.73

The molecule's Löwdin atomic charges, reported in e, are given here: N 0.139; C -0.239; C -0.033; C -0.257; P 0.851; O -0.275; O -0.281; C -0.201; N 0.203; C -0.186; C -0.237; C -0.025; C -0.058; C -0.078; C -0.123; N 0.134; C -0.050; N 0.172; C -0.158; C -0.040; C -0.402; O 0.120; N 0.190; C -0.534; O 0.202; F 0.143; H 0.103; H 0.078; H 0.107; H 0.057; H 0.042; H 0.107; H 0.109; H 0.104; H 0.108; H 0.117; H 0.153; C -0.069; C -0.440; C -0.214; O -0.189; C -0.113; N 0.042; H 0.066; H 0.019; H 0.081; H 0.093; H 0.110; H 0.105; H 0.089; H 0.074; H 0.085; H 0.070; H 0.068; C -0.065; C -0.417; C -0.206; O -0.188; C -0.108; N 0.057; H 0.067; H 0.063; H 0.079; H 0.138; H 0.122; H 0.121; H 0.090; H 0.075; H 0.086; H 0.076; H 0.081; C -0.072; C -0.426; C -0.205; O -0.187; C -0.110; N 0.047; H 0.062; H 0.074; H 0.077; H 0.136; H 0.124; H 0.120; H 0.090; H 0.074; H 0.086; H 0.033; H 0.070